25
Properties=species:S:1:pos:R:3:forces:R:3:nbo_charge:R:1 method="wB97M-V/def2-TZVPD" e_homo_ev=-12.5824 relative_energy_ev=0.000 total_charge=+1 total_energy_ha=-916.19218 lumo_energy_ev=-4.788 spin_multiplicity=1
C -0.05485 1.95712 2.65348 -0.19 -0.17 -0.17 -0.11
C 1.25788 1.55454 2.40620 0.19 -0.03 -0.05 -0.21
C -1.13178 1.33223 2.03716 0.10 0.16 0.07 -0.24
C 1.52626 0.54462 1.50848 -0.20 -0.13 -0.08 -0.13
C -0.88372 0.29904 1.15611 0.65 -0.35 -0.08 0.17
C 0.44508 -0.08817 0.88126 -0.11 0.53 0.74 -0.26
C -1.84614 -0.57311 0.42046 -0.19 0.05 -0.01 -0.45
C 0.06438 -1.08698 -2.82566 -0.24 -0.44 -0.10 -0.36
C -0.96070 -1.62438 -0.26772 -0.40 -0.38 -0.93 -0.45
C 0.43385 -1.19015 -0.01710 0.12 0.26 -0.16 0.68
N 0.40514 0.07838 -2.05780 -0.05 0.20 0.25 -0.81
O 1.44194 -1.91638 -0.39410 -0.22 -0.12 0.13 -0.59
S -1.36882 -1.90634 -2.05676 0.24 0.11 0.18 0.26
H -0.23567 2.76720 3.34274 -0.02 0.06 0.10 0.24
H 2.06634 2.03500 2.93351 0.09 0.08 -0.01 0.24
H -2.14013 1.64915 2.25224 -0.12 0.01 0.03 0.24
H 2.54513 0.24564 1.31016 0.16 -0.01 0.03 0.22
H -2.56587 -1.02820 1.10216 0.02 -0.05 -0.02 0.25
H -2.42509 -0.00651 -0.31064 0.04 -0.03 -0.02 0.25
H -0.24618 -0.89129 -3.85758 0.03 -0.07 0.07 0.23
H 0.90759 -1.78107 -2.82964 -0.04 0.17 -0.09 0.22
H -1.11355 -2.62142 0.15446 0.20 0.06 0.20 0.30
H 1.26637 0.51251 -2.36783 0.02 0.04 -0.03 0.39
H -0.34060 0.76731 -2.05664 0.08 0.01 -0.10 0.39
H 2.30119 -1.56772 -0.10277 -0.16 0.03 0.06 0.52